[1]
Here is a structure of composition BrV2 from the OMol25 dataset. Energies are from ωB97M-V/def2-TZVPD.

XYZ file:
```
3
Properties=species:S:1:pos:R:3
V 1.97671 -1.54494 0.33370
V -1.76464 1.77575 0.22824
Br -0.21207 -0.23081 -0.56195
```

* <S²>: 12.0128
* total charge: +3
* spin multiplicity: 7
* molar mass: 181.792 g mol⁻¹
* LUMO energy (spin up / spin down): -16.08 / -14.93 eV
* calculated total energy: -121379.489 eV
* orbital gap (spin up / spin down): 8.099 / 9.390 eV
* ΔE to the lowest compared entry with this formula, charge and spin: 1.6 kcal/mol

Charges computed using Löwdin, reported in e: number 1, V, carries 1.436; number 2, V, carries 1.404; number 3, Br, carries 0.160

---

[2]
Here is a structure of composition C25H16CaN7SbSe4 at a distorted geometry from the OMol25 dataset. Energies are from ωB97M-V/def2-TZVPD.

XYZ file:
```
54
Properties=species:S:1:pos:R:3
Ca -0.12932 -0.73994 -0.39058
C 4.43441 -0.35538 0.01344
C 3.14717 -0.88176 -0.04368
N 2.09194 -0.07934 -0.05145
C 2.28369 1.24615 0.01800
C 3.57893 1.74672 0.11137
N 4.64079 0.95160 0.09603
C 1.06587 2.09770 -0.01061
C 1.11528 3.48382 0.02671
C -0.06332 4.22986 -0.01354
C -1.26085 3.51824 -0.09440
C -1.24371 2.13244 -0.12818
N -0.09832 1.44815 -0.08191
C -2.48188 1.31904 -0.22328
C -3.76186 1.82468 -0.01031
N -4.84349 1.06785 -0.13072
C -4.67364 -0.21262 -0.43460
C -3.40156 -0.74823 -0.59894
N -2.32518 0.01928 -0.50717
C -0.04414 5.71414 0.01338
C -1.21711 6.46194 -0.08242
C -1.14804 7.84573 -0.06640
N -0.01070 8.52248 0.03646
C 1.10940 7.81692 0.13638
C 1.14553 6.43168 0.13144
H 5.31231 -0.98736 -0.01163
H 2.96554 -1.95312 -0.08539
H 3.78979 2.80462 0.20463
H 2.07134 3.97843 0.06599
H -2.20577 4.03218 -0.15918
H -3.93596 2.85414 0.27808
H -5.56676 -0.81397 -0.53831
H -3.23727 -1.80145 -0.79974
H -2.18643 5.99519 -0.17396
H -2.04993 8.44257 -0.14152
H 2.02491 8.39079 0.22394
H 2.10253 5.94012 0.22339
Se 2.37571 -4.77965 -0.11782
Sb 0.18079 -4.16330 -0.83380
Se -0.72908 -2.28432 1.69976
Se -1.80718 -5.47204 -0.80832
Se 0.18435 -2.32148 -2.52036
N 0.91156 1.39553 7.73864
C 0.66974 0.82095 6.77181
C 0.37205 0.10644 5.56989
C 1.01388 -1.10171 5.29206
C 0.70940 -1.79611 4.13550
C -0.24011 -1.29505 3.24440
C -0.86757 -0.07837 3.51671
C -0.57135 0.61379 4.67620
H 1.74660 -1.48922 5.98733
H 1.19274 -2.73720 3.91198
H -1.60905 0.30744 2.82829
H -1.07177 1.54634 4.90319
```

* molar mass: 892.130 g mol⁻¹
* LUMO energy: -2.24 eV
* calculated total energy: -322979.888 eV
* orbital gap: 5.529 eV
* ΔE to the lowest compared entry with this formula, charge and spin: 8.1 kcal/mol

Löwdin atomic charge list, values in e, 6 entries: number 1, Ca, carries 0.697; number 2, C, carries -0.070; number 3, C, carries -0.070; number 4, N, carries 0.010; number 5, C, carries -0.179; number 6, C, carries -0.054

---

[3]
Here is a cluster of 2 separate species, C2H7ClN2O2P in total at a distorted geometry from the OMol25 dataset. Energies are from ωB97M-V/def2-TZVPD.

XYZ file:
```
15
Properties=species:S:1:pos:R:3
C 0.88423 -0.46207 0.81588
C -0.35994 1.56788 1.23518
N -1.05751 -0.43892 2.13087
N -0.12883 0.14092 1.33791
O 0.89934 0.54197 -1.95661
O -1.30914 -0.74713 -1.71568
P 0.10493 -0.66280 -2.15054
Cl -0.06036 -0.94738 -4.24102
H 0.89793 -1.83373 -1.98881
H 1.40018 0.11945 0.07613
H 0.96050 -1.46243 1.02898
H -1.30863 1.77554 1.64968
H 0.43075 2.00101 1.84298
H -0.33484 1.76817 0.20733
H -1.01860 -1.36048 1.72770
```

* total charge: -1
* molar mass: 157.517 g mol⁻¹
* LUMO energy (spin up / spin down): 3.76 / 3.76 eV
* calculated total energy: -31075.561 eV
* orbital gap (spin up / spin down): 8.102 / 8.100 eV
* ΔE to the lowest compared entry with this formula, charge and spin: 29.2 kcal/mol

Löwdin atomic charge list, values in e, 6 entries: number 1, C, carries -0.022; number 2, C, carries -0.025; number 3, N, carries 0.005; number 4, N, carries -0.381; number 5, O, carries -0.464; number 6, O, carries -0.465

---

[4]
Here is the molecule CHF2NO3 at a distorted geometry from the OMol25 dataset. Energies are from ωB97M-V/def2-TZVPD.

XYZ file:
```
8
Properties=species:S:1:pos:R:3
O -0.30753 -2.77530 -1.77198
N -0.96427 -1.95114 -1.24150
O -2.07270 -1.59586 -1.48595
C -0.13832 -1.15735 -0.21424
O -0.33595 0.14476 -0.30080
F -0.69027 -1.57535 1.18938
F 1.11099 -1.64767 -0.20256
H 0.44017 0.72402 -0.31132
```

* molar mass: 113.019 g mol⁻¹
* LUMO energy: -0.36 eV
* SMILES string: O=[N+]([O-])C(O)(F)F
* calculated total energy: -14117.012 eV
* orbital gap: 11.747 eV
* ΔE to the lowest compared entry with this formula, charge and spin: 28.5 kcal/mol

Löwdin atomic charge list, values in e, 6 entries: number 1, O, carries 0.150; number 2, N, carries -0.338; number 3, O, carries 0.151; number 4, C, carries -0.429; number 5, O, carries 0.183; number 6, F, carries -0.032

---

[5]
Here is a cluster of 4 separate species, C3H12ClO3 in total at a distorted geometry from the OMol25 dataset. Energies are from ωB97M-V/def2-TZVPD.

XYZ file:
```
19
Properties=species:S:1:pos:R:3
Cl -1.80901 -0.97171 0.92881
C 0.81082 1.81005 4.50230
O 1.53705 0.93491 3.68469
H 0.23565 2.44646 3.82980
H 0.19079 1.34021 5.26577
H 1.53124 2.51035 4.92502
H 0.91033 0.27279 3.38400
C 2.21154 1.22875 -1.21755
O 0.83625 1.27523 -1.64755
H 2.75740 2.16865 -1.29957
H 2.26685 0.92029 -0.17357
H 2.87244 0.54354 -1.74840
H 0.42548 0.62736 -1.07039
C -2.60594 -2.45387 -3.52090
O -2.27952 -3.30842 -2.48326
H -2.58547 -1.38326 -3.31722
H -1.86307 -2.46380 -4.31849
H -3.58164 -2.68201 -3.94992
H -1.86121 -2.81552 -1.77357
```

* total charge: -1
* molar mass: 131.579 g mol⁻¹
* LUMO energy: 3.36 eV
* calculated total energy: -21971.249 eV
* orbital gap: 7.599 eV
* ΔE to the lowest compared entry with this formula, charge and spin: 24.9 kcal/mol

Löwdin atomic charge list, values in e, 6 entries: number 1, Cl, carries -0.851; number 2, C, carries -0.189; number 3, O, carries -0.127; number 4, H, carries 0.076; number 5, H, carries 0.077; number 6, H, carries 0.069

---

[6]
Here is the molecule CH4N2O2S at a distorted geometry from the OMol25 dataset. Energies are from ωB97M-V/def2-TZVPD.

XYZ file:
```
10
Properties=species:S:1:pos:R:3
O -0.47410 -0.64778 -1.75188
C -0.25259 -0.45107 -0.52554
N -0.60427 -1.29531 0.60278
O -0.64490 -0.55116 1.87579
N 0.79270 0.48731 -0.17055
S 0.97100 2.07611 -1.17768
H -1.25076 -2.01398 0.32956
H -1.40923 -0.07900 1.91146
H 0.64556 0.64096 0.91971
H 2.22659 1.83392 -2.01365
```

* molar mass: 108.122 g mol⁻¹
* LUMO energy: 0.29 eV
* SMILES string: O=C(NO)NS
* calculated total energy: -19008.826 eV
* orbital gap: 10.065 eV
* ΔE to the lowest compared entry with this formula, charge and spin: 71.4 kcal/mol

Löwdin atomic charge list, values in e, 6 entries: number 1, O, carries -0.009; number 2, C, carries -0.549; number 3, N, carries 0.042; number 4, O, carries -0.013; number 5, N, carries -0.296; number 6, S, carries 0.617

---

- Among the records above, which one has the highest calculated total energy?
  CHF2NO3

---

What did the fifth record say?
Here is a cluster of 4 separate species, C3H12ClO3 in total at a distorted geometry from the OMol25 dataset. Energies are from ωB97M-V/def2-TZVPD.

XYZ file:
```
19
Properties=species:S:1:pos:R:3
Cl -1.80901 -0.97171 0.92881
C 0.81082 1.81005 4.50230
O 1.53705 0.93491 3.68469
H 0.23565 2.44646 3.82980
H 0.19079 1.34021 5.26577
H 1.53124 2.51035 4.92502
H 0.91033 0.27279 3.38400
C 2.21154 1.22875 -1.21755
O 0.83625 1.27523 -1.64755
H 2.75740 2.16865 -1.29957
H 2.26685 0.92029 -0.17357
H 2.87244 0.54354 -1.74840
H 0.42548 0.62736 -1.07039
C -2.60594 -2.45387 -3.52090
O -2.27952 -3.30842 -2.48326
H -2.58547 -1.38326 -3.31722
H -1.86307 -2.46380 -4.31849
H -3.58164 -2.68201 -3.94992
H -1.86121 -2.81552 -1.77357
```

* total charge: -1
* molar mass: 131.579 g mol⁻¹
* LUMO energy: 3.36 eV
* calculated total energy: -21971.249 eV
* orbital gap: 7.599 eV
* ΔE to the lowest compared entry with this formula, charge and spin: 24.9 kcal/mol

Löwdin atomic charge list, values in e, 6 entries: number 1, Cl, carries -0.851; number 2, C, carries -0.189; number 3, O, carries -0.127; number 4, H, carries 0.076; number 5, H, carries 0.077; number 6, H, carries 0.069